{"formula": "C10H16N2O7", "method": "wB97M-V/def2-TZVPD", "total_energy_ev": -27940.543, "molar_mass_g_mol": 276.25, "lumo_ev": 0.00, "smiles": "N[C@@H](CCC(=O)O)C(=O)N[C@@H](CCC(=O)O)C(=O)O", "orbital_gap_ev": 9.42, "de_lowest_ev": 3.197, "species": ["N", "C", "C", "C", "C", "O", "O", "C", "O", "N", "C", "C", "C", "C", "O", "O", "C", "O", "O", "H", "H", "H", "H", "H", "H", "H", "H", "H", "H", "H", "H", "H", "H", "H", "H"], "positions_angstrom": [[-1.36622, -1.50212, 0.02005], [-1.28306, -0.15641, -0.44006], [-2.37261, 0.41711, -1.38252], [-1.94249, 0.11872, -2.99669], [-3.26997, -0.27370, -3.53246], [-3.88380, 0.32874, -4.45057], [-3.61693, -1.53076, -3.33985], [-1.48458, 0.51616, 0.99859], [-2.66624, 0.66920, 1.25777], [-0.38447, 0.74943, 1.63683], [0.67788, -0.17736, 2.08810], [1.66214, -0.64516, 0.99461], [2.55560, 0.42647, 0.39773], [3.76637, -0.17675, -0.40553], [3.66898, -1.31293, -0.87401], [4.82338, 0.56248, -0.58047], [1.54643, 0.42424, 3.30256], [1.57833, -0.06728, 4.42813], [1.95690, 1.71067, 3.07852], [-1.95332, -1.60440, 0.87383], [-1.50256, -2.30840, -0.60872], [-0.26889, 0.10032, -0.79568], [-3.37046, 0.12573, -1.14897], [-2.33135, 1.48353, -1.05681], [-1.26098, -0.76481, -2.88844], [-1.56002, 0.98623, -3.59422], [-4.37520, -1.56069, -3.89111], [-0.52730, 1.51943, 2.29418], [0.11565, -1.08315, 2.59059], [2.18542, -1.52462, 1.39993], [1.20564, -1.12612, 0.11791], [1.97531, 1.04886, -0.32419], [3.03185, 0.91857, 1.30022], [4.72152, 1.43794, -0.23391], [2.15034, 1.89961, 4.06500]], "forces_ev_per_a": [[-0.359, -2.463, 0.647], [-0.739, 0.583, 1.552], [2.942, 1.345, -0.944], [-1.110, 0.557, 3.108], [0.320, 1.091, -5.399], [1.114, -0.379, 2.892], [0.791, -0.588, 2.062], [-3.067, -2.307, -5.488], [0.836, 1.184, 1.561], [3.190, 2.967, 3.888], [-0.018, -1.880, 0.701], [-0.504, -1.367, -0.920], [1.941, 0.017, 0.907], [-3.327, -3.187, -0.254], [0.720, 2.245, 0.830], [1.385, -0.048, -0.677], [-2.812, -0.155, 0.715], [0.480, 0.676, -2.579], [0.228, -0.983, 2.750], [0.414, -0.073, -1.439], [0.067, 1.002, 0.269], [-0.418, -0.178, -0.235], [-0.534, -0.728, 0.088], [-0.220, -0.343, -1.201], [-0.577, 0.886, -0.677], [-0.184, -0.897, 0.945], [-1.666, -0.730, -0.964], [0.043, -0.476, 0.252], [1.452, 1.512, -1.099], [0.449, 0.617, 0.160], [-0.677, 0.150, 0.598], [0.549, 0.120, 0.952], [-0.600, 0.517, -1.524], [-0.206, 0.825, 0.474], [0.100, 0.490, -1.952]]}

{"formula": "C2H6OP2S3", "method": "wB97M-V/def2-TZVPD", "total_energy_ev": -55302.433, "molar_mass_g_mol": 204.22, "lumo_ev": -2.19, "orbital_gap_ev": 6.22, "de_lowest_ev": 1.589, "species": ["C", "C", "O", "P", "P", "S", "S", "S", "H", "H", "H", "H", "H", "H"], "positions_angstrom": [[-0.37494, 0.13721, 1.22936], [0.98131, -1.80728, -0.53740], [0.28848, 1.38978, -1.09170], [1.21245, -0.36540, 0.45160], [-0.91978, 0.87535, -0.41100], [2.96522, 0.25959, 1.15889], [-1.96702, -0.41061, -1.46295], [-2.09682, 2.59624, 0.20848], [-0.92350, -0.71379, 1.50565], [-0.37044, 1.03890, 1.86421], [1.37135, -1.66146, -1.54721], [1.52720, -2.59503, -0.02071], [-0.03695, -1.98087, -0.48655], [-1.65657, 3.23738, -0.86068]], "forces_ev_per_a": [[1.602, 1.535, -1.830], [2.138, 0.186, 0.107], [2.946, -0.265, 0.482], [2.177, 2.879, 1.962], [-4.139, -0.458, -0.481], [-2.696, -1.103, -1.290], [0.027, 0.205, 0.595], [0.282, -0.862, 0.386], [-0.912, -0.873, 0.607], [0.554, -0.867, 0.251], [-0.219, -0.020, 0.123], [0.193, -0.128, -0.050], [-2.137, -0.546, -0.466], [0.185, 0.315, -0.396]]}

{"formula": "C13H25NO5", "method": "wB97M-V/def2-TZVPD", "total_energy_ev": -25613.591, "molar_mass_g_mol": 275.34, "lumo_ev": 0.94, "smiles": "CCCCOC(=O)N1CCOCCOCCOCC1", "orbital_gap_ev": 10.14, "de_lowest_ev": 0.028, "species": ["C", "C", "C", "C", "O", "C", "O", "N", "C", "C", "O", "C", "C", "O", "C", "C", "O", "C", "C", "H", "H", "H", "H", "H", "H", "H", "H", "H", "H", "H", "H", "H", "H", "H", "H", "H", "H", "H", "H", "H", "H", "H", "H", "H"], "positions_angstrom": [[2.99059, -1.28593, 3.45189], [3.70042, -0.75044, 2.21372], [3.53763, -1.65055, 0.98773], [2.09462, -1.76239, 0.49690], [1.59287, -0.49303, 0.08970], [0.63887, 0.06167, 0.86387], [0.16302, -0.47525, 1.84187], [0.28706, 1.30371, 0.45442], [0.81185, 1.90271, -0.75034], [-0.17149, 1.82364, -1.92020], [-0.48502, 0.47126, -2.14077], [-1.44376, 0.27353, -3.15239], [-1.96233, -1.16561, -3.06020], [-3.09787, -1.32869, -2.24733], [-2.94121, -1.00243, -0.87772], [-3.58813, 0.35730, -0.52412], [-2.65967, 1.37103, -0.21318], [-2.13000, 1.27555, 1.09417], [-0.77152, 1.97733, 1.18362], [1.91215, -1.25583, 3.32197], [3.29297, -2.31185, 3.65251], [3.24190, -0.67835, 4.31838], [3.31760, 0.24580, 1.98001], [4.76868, -0.65214, 2.42292], [3.88922, -2.65755, 1.22071], [4.14906, -1.25556, 0.17327], [2.04891, -2.40926, -0.38466], [1.44502, -2.16637, 1.27817], [1.72330, 1.36757, -1.01471], [1.04961, 2.95310, -0.55299], [-1.08876, 2.38155, -1.68446], [0.29193, 2.26615, -2.81721], [-0.98545, 0.44478, -4.13975], [-2.27913, 0.97639, -3.03337], [-1.13522, -1.79527, -2.70267], [-2.27968, -1.51195, -4.04617], [-3.43656, -1.80280, -0.31816], [-1.88040, -0.98175, -0.60922], [-4.14339, 0.71335, -1.39584], [-4.29436, 0.23510, 0.30781], [-2.82201, 1.75616, 1.80365], [-2.00111, 0.23113, 1.39182], [-0.49416, 2.01262, 2.24245], [-0.85604, 2.99155, 0.79390]], "forces_ev_per_a": [[0.059, 0.151, -0.119], [-0.037, -0.237, -0.017], [-0.330, 0.390, -0.059], [0.241, -0.574, 0.231], [0.000, 0.216, -0.076], [0.157, 0.146, -0.033], [-0.148, -0.170, 0.291], [0.017, -0.036, -0.125], [-0.097, -0.090, -0.541], [0.124, 0.212, 0.114], [0.143, -0.046, 0.164], [-0.118, -0.290, -0.163], [0.174, 0.328, -0.147], [-0.176, 0.003, 0.005], [-0.174, 0.121, 0.194], [-0.026, -0.270, -0.043], [0.262, 0.265, -0.077], [0.088, 0.117, 0.149], [-0.418, -0.398, 0.188], [-0.089, -0.051, 0.046], [0.031, -0.131, 0.081], [-0.012, 0.001, 0.133], [0.091, 0.070, -0.016], [-0.021, 0.100, -0.034], [0.037, -0.066, -0.045], [0.052, -0.097, -0.049], [-0.047, 0.089, 0.107], [0.086, 0.014, -0.181], [-0.053, 0.220, -0.002], [0.033, -0.067, -0.048], [0.106, -0.039, -0.067], [-0.028, -0.010, 0.105], [-0.065, -0.005, 0.087], [0.021, -0.031, -0.043], [-0.040, 0.011, -0.085], [0.126, 0.030, 0.038], [0.075, 0.079, -0.028], [-0.050, -0.005, 0.086], [-0.014, -0.128, 0.092], [0.015, 0.013, -0.042], [0.079, -0.067, -0.029], [-0.024, 0.093, 0.002], [-0.080, 0.119, -0.084], [0.032, 0.019, 0.037]]}

{"formula": "CH3FO2P", "method": "wB97M-V/def2-TZVPD", "total_charge": -1, "total_energy_ev": -17188.185, "molar_mass_g_mol": 97.00, "lumo_ev": 2.14, "orbital_gap_ev": 6.09, "de_lowest_ev": 3.768, "species": ["C", "O", "O", "F", "P", "H", "H", "H"], "positions_angstrom": [[-0.42130, -0.24598, -0.03379], [2.01193, 0.33171, -1.30150], [2.08907, -0.33134, 1.17387], [-2.95900, 1.29781, 0.34348], [1.37577, 0.24513, 0.02692], [-0.32114, -1.23738, -0.47578], [-0.72052, -0.45092, 0.88621], [-1.05482, 0.39097, -0.61942]], "forces_ev_per_a": [[2.629, 0.651, -3.341], [-0.474, 1.182, 0.341], [-0.250, 0.966, 0.674], [0.304, -0.146, -0.129], [-0.256, -3.094, -1.312], [0.264, -0.009, -0.565], [-1.652, -0.051, 4.190], [-0.565, 0.501, 0.142]]}